{"formula": "C55H43N5O10S2Ti", "method": "the ωB97M-V functional and the def2-TZVPD basis", "lumo_ev": 3.695, "charge": -2, "mol_weight_g_mol": 1045.97, "total_energy_ev": -130446.237, "de_lowest_ev": 0.0000, "symbols": ["Ti", "C", "O", "C", "C", "C", "C", "C", "C", "C", "C", "C", "C", "C", "N", "C", "C", "C", "C", "C", "C", "C", "C", "C", "C", "O", "C", "C", "C", "C", "N", "C", "C", "C", "C", "C", "C", "O", "C", "C", "C", "C", "C", "C", "C", "N", "C", "C", "N", "C", "C", "C", "C", "O", "C", "C", "C", "H", "H", "H", "H", "H", "H", "H", "H", "H", "H", "H", "H", "H", "H", "H", "H", "H", "H", "H", "H", "H", "H", "H", "H", "H", "H", "H", "H", "H", "H", "H", "H", "H", "H", "H", "H", "S", "C", "C", "C", "C", "C", "N", "H", "H", "H", "H", "O", "S", "O", "O", "O", "C", "C", "O", "O", "H", "H", "H"], "coordinates": [[0.491, -0.034, 0.002], [1.880, -5.505, -8.219], [0.871, -4.525, -7.979], [0.792, -3.823, -6.794], [1.669, -4.052, -5.723], [1.442, -3.363, -4.579], [0.431, -2.387, -4.476], [-0.387, -2.182, -5.596], [-0.184, -2.895, -6.769], [0.240, -1.607, -3.175], [0.542, -0.280, -3.183], [1.012, 0.503, -4.352], [1.363, 1.696, -3.985], [1.085, 1.772, -2.506], [0.720, 0.580, -2.068], [1.260, 2.914, -1.743], [0.770, 2.981, -0.386], [0.565, 4.251, 0.298], [-0.150, 3.994, 1.437], [-0.367, 2.568, 1.499], [-1.073, 1.866, 2.387], [-1.702, 2.584, 3.551], [-0.848, 3.103, 4.519], [-1.349, 3.671, 5.664], [-2.756, 3.636, 5.835], [-3.290, 4.162, 6.980], [-2.661, 3.880, 8.232], [-3.643, 3.166, 4.830], [-3.092, 2.654, 3.717], [-1.221, 0.409, 2.507], [-0.663, -0.486, 1.682], [-0.937, -1.738, 2.151], [-0.457, -3.022, 1.487], [-1.334, -4.187, 1.979], [-2.658, -4.262, 1.613], [-3.497, -5.254, 2.101], [-3.024, -6.195, 3.015], [-3.756, -7.189, 3.660], [-5.090, -7.223, 3.269], [-1.697, -6.112, 3.398], [-0.856, -5.148, 2.913], [-0.512, -2.999, -0.014], [-0.694, -4.112, -0.770], [-0.523, -3.734, -2.090], [-0.137, -2.380, -2.053], [-0.208, -1.949, -0.784], [-1.755, -1.608, 3.244], [-1.878, -0.235, 3.534], [0.280, 2.023, 0.364], [1.847, 4.075, -2.324], [1.338, 4.686, -3.490], [1.988, 5.731, -4.104], [3.134, 6.276, -3.538], [3.747, 7.485, -3.961], [3.207, 8.062, -5.128], [3.736, 5.591, -2.484], [3.103, 4.533, -1.856], [2.038, -5.659, -9.280], [1.658, -6.383, -7.661], [2.946, -5.172, -7.938], [2.420, -4.762, -5.737], [2.131, -3.612, -3.681], [-1.118, -1.410, -5.580], [-0.632, -2.608, -7.690], [1.015, 0.118, -5.334], [1.677, 2.586, -4.547], [0.775, 5.165, -0.152], [-0.535, 4.762, 2.089], [0.271, 3.011, 4.248], [-0.752, 4.130, 6.433], [-3.313, 3.241, 8.800], [-2.409, 4.751, 8.693], [-1.673, 3.311, 8.037], [-4.691, 3.177, 4.982], [-3.763, 2.227, 2.999], [-3.045, -3.646, 0.837], [-4.523, -5.350, 1.681], [-5.456, -7.936, 3.955], [-5.131, -7.621, 2.233], [-5.644, -6.213, 3.357], [-1.309, -6.812, 4.102], [0.125, -5.079, 3.348], [-0.991, -5.068, -0.393], [-0.553, -4.358, -2.976], [-2.152, -2.394, 3.844], [-2.500, 0.123, 4.307], [0.325, 4.358, -3.915], [1.588, 6.311, -4.940], [3.879, 8.928, -5.253], [2.151, 8.453, -5.042], [3.324, 7.408, -6.005], [4.680, 5.955, -2.071], [3.525, 4.155, -0.929], [3.047, 0.839, -0.337], [3.343, 1.233, 1.357], [4.636, 1.559, 1.754], [4.906, 1.776, 3.104], [3.856, 1.767, 4.016], [2.587, 1.426, 3.486], [2.307, 1.203, 2.201], [5.400, 1.797, 0.972], [5.893, 1.904, 3.436], [3.936, 1.815, 5.101], [1.748, 1.350, 4.143], [3.156, -2.578, 2.470], [2.209, -2.632, 1.414], [0.900, -3.386, 2.022], [1.666, -1.324, 1.004], [2.702, -3.332, 0.259], [-3.482, -0.569, 0.030], [-2.639, 0.068, -1.058], [-3.042, 0.154, -2.212], [-1.427, 0.426, -0.673], [-3.732, 0.263, 0.666], [-3.008, -1.281, 0.676], [-4.416, -0.931, -0.393]], "forces_ev_per_a": [[-0.36, -0.14, -0.91], [1.83, 1.96, 0.83], [0.59, -0.38, -1.15], [1.87, -1.87, -0.54], [-2.04, 0.65, -1.02], [0.98, 0.65, 2.87], [-0.51, 0.13, 0.36], [0.98, -0.09, 0.60], [-0.19, 1.15, 0.76], [0.44, 0.33, -1.45], [1.14, 0.87, -0.04], [-0.95, -2.61, -0.01], [0.08, 3.02, 1.86], [0.73, -0.06, -1.31], [-0.62, -1.46, 0.06], [-1.75, -0.91, 2.42], [0.47, 0.98, -1.20], [-1.10, -1.46, 1.22], [0.60, 0.83, -1.20], [0.88, 0.06, -1.49], [-0.91, -1.07, 1.46], [0.24, -0.14, -0.52], [1.88, -0.42, -1.41], [-1.87, -0.15, 0.13], [0.65, 0.22, -0.33], [-0.58, 0.19, 0.54], [1.42, -3.22, -2.78], [1.46, 1.07, 2.50], [1.05, -0.73, -1.27], [0.03, 2.11, -0.10], [1.05, -0.57, -0.77], [0.23, 0.04, -0.91], [-0.22, 0.06, 0.41], [0.91, -0.17, 1.26], [0.11, -0.81, -0.10], [-1.28, -0.98, -0.13], [0.30, 0.15, 0.34], [0.86, 1.49, -0.71], [-0.41, 0.82, -0.74], [-0.11, -0.15, -0.03], [-0.47, 1.33, -0.66], [0.45, 0.36, 1.68], [-0.70, -1.21, -0.88], [0.65, -0.08, -0.61], [-0.79, -1.03, -0.42], [1.14, 1.89, 0.75], [0.07, 0.31, 1.03], [-0.44, -1.65, -0.47], [-0.39, -1.38, 0.69], [1.37, 1.25, -1.34], [-1.58, -0.91, 0.11], [0.34, 1.91, -0.35], [0.81, -0.06, 0.00], [-1.06, -1.61, 0.28], [0.39, 1.08, -0.04], [0.40, 0.85, 0.47], [-0.84, 0.54, -0.26], [-0.90, -0.20, -0.27], [-0.12, -1.00, 0.21], [-1.50, -0.12, 0.18], [1.32, -1.34, -0.29], [-1.40, 0.76, -1.44], [-0.57, 0.48, 0.20], [-0.73, -0.11, -0.45], [0.07, -0.41, -0.89], [-0.05, -0.94, 0.10], [0.46, 1.49, -0.36], [-0.10, -0.19, 0.23], [-1.87, 0.37, 0.85], [0.28, -0.01, -0.04], [-0.31, -0.13, 0.48], [0.42, 2.53, 1.50], [-1.59, 0.70, 0.50], [-0.82, 0.10, 0.26], [0.03, -0.19, -0.60], [-0.17, 0.71, -0.35], [0.87, 0.28, 0.46], [-1.27, -0.75, 0.52], [-0.46, 0.37, 0.37], [0.87, -1.49, -0.10], [0.07, -0.49, 0.51], [0.30, 0.08, -0.34], [0.01, -0.36, 0.01], [-0.09, 0.12, 0.21], [-0.21, -0.49, 0.20], [-0.27, 0.67, 0.66], [1.66, 0.34, 0.76], [-0.35, -0.66, 0.15], [-0.48, -0.14, -0.34], [0.93, -0.63, 0.09], [-0.25, 0.07, 0.21], [-0.28, 0.03, -0.19], [-0.03, -0.41, -0.31], [-0.38, -0.16, 0.89], [-0.34, -0.20, -1.56], [1.15, 1.00, 0.18], [-1.22, -0.12, -0.63], [-1.37, -1.19, -0.51], [0.89, 0.59, -0.14], [0.56, -0.26, 0.83], [-0.63, -0.78, 0.82], [1.28, 0.44, 0.32], [0.31, 0.20, -0.32], [-0.53, -0.06, 0.47], [0.05, 0.36, 1.31], [-0.06, -0.89, -1.43], [0.20, 0.57, -0.57], [-0.26, 0.90, 0.12], [-0.61, -0.44, -0.10], [-0.77, 0.94, -0.50], [2.30, -1.16, 0.06], [-0.23, 0.36, 0.34], [-1.32, 0.14, -0.31], [-0.28, 0.44, 0.61], [0.56, -0.44, -0.02], [0.01, -0.25, -0.04]]}



{"formula": "C4H7OP", "method": "the ωB97M-V functional and the def2-TZVPD basis", "lumo_ev": -0.449, "mol_weight_g_mol": 102.07, "total_energy_ev": -15589.851, "de_lowest_ev": 7.5856, "symbols": ["C", "C", "C", "C", "O", "P", "H", "H", "H", "H", "H", "H", "H"], "coordinates": [[1.912, 0.874, 0.300], [0.506, 0.498, -0.561], [2.795, -0.353, 0.087], [-2.764, 0.336, -0.250], [-0.121, -0.806, -0.333], [-0.979, 0.336, 0.419], [2.179, -1.378, 0.206], [2.899, -0.252, -1.054], [3.806, -0.172, 0.694], [-3.553, 0.477, 0.438], [-2.794, 1.158, -0.973], [-3.060, -0.615, -0.724], [-0.826, -0.103, 1.750]], "forces_ev_per_a": [[-3.30, -1.97, -2.39], [3.13, 1.85, 2.37], [-0.39, 0.32, 0.14], [1.47, -0.12, -0.53], [0.02, -1.09, -0.27], [-0.73, -0.36, -0.47], [1.64, 1.99, 0.10], [0.56, -0.27, 1.41], [-2.20, -1.06, -1.58], [-0.43, 0.55, 1.34], [0.02, -0.30, 0.01], [0.87, 0.22, -0.07], [-0.66, 0.24, -0.06]]}



{"formula": "C2H6OS2", "method": "the ωB97M-V functional and the def2-TZVPD basis", "lumo_ev": 0.155, "smiles": "C=CO.SS", "mol_weight_g_mol": 110.20, "total_energy_ev": -25887.672, "de_lowest_ev": 1.0242, "symbols": ["S", "S", "H", "H", "C", "C", "O", "H", "H", "H", "H"], "coordinates": [[2.104, 1.525, 0.429], [1.702, 0.105, 1.954], [3.085, 0.862, -0.206], [2.258, 0.792, 2.942], [-1.633, 0.147, -0.052], [-0.876, -0.679, -0.756], [-1.371, -0.952, -2.015], [-1.232, 0.647, 0.825], [-2.575, 0.597, -0.341], [-0.037, -1.224, -0.350], [-1.427, -1.821, -2.430]], "forces_ev_per_a": [[-0.23, -0.57, 0.54], [-0.02, 0.45, -1.02], [0.02, -0.02, 0.18], [0.27, 0.16, 0.30], [0.71, 1.30, 1.04], [-2.02, -0.70, -0.47], [0.04, 0.32, -0.78], [0.10, -0.60, 0.27], [0.11, -0.38, -0.65], [0.40, 0.17, -0.35], [0.63, -0.13, 0.95]]}



{"formula": "C18H23As2CdF6N2O4S6Sb", "method": "the ωB97M-V functional and the def2-TZVPD basis", "lumo_ev": 3.894, "charge": -2, "mol_weight_g_mol": 1021.80, "total_energy_ev": -244307.908, "de_lowest_ev": 1.9031, "symbols": ["Cd", "C", "As", "C", "C", "C", "C", "C", "C", "C", "As", "C", "C", "H", "H", "H", "H", "H", "H", "H", "H", "H", "H", "H", "H", "H", "H", "H", "H", "F", "C", "F", "F", "S", "O", "O", "N", "S", "O", "O", "C", "F", "F", "F", "S", "Sb", "S", "S", "S", "C", "C", "C", "C", "N", "C", "C", "H", "H", "H", "H", "H", "H", "H"], "coordinates": [[-0.538, 0.323, -0.600], [3.922, 0.076, 2.406], [1.970, -0.034, 2.170], [1.739, -1.829, 2.909], [1.414, 0.984, 3.763], [2.209, 1.013, 4.911], [1.834, 1.745, 6.023], [0.645, 2.463, 6.001], [-0.157, 2.427, 4.875], [0.207, 1.689, 3.746], [-0.998, 1.583, 2.184], [-1.670, 3.404, 2.110], [-2.508, 0.710, 3.069], [4.268, -0.393, 3.328], [4.233, 1.121, 2.392], [4.386, -0.434, 1.562], [2.285, -1.931, 3.852], [2.101, -2.555, 2.182], [0.679, -2.010, 3.062], [3.137, 0.454, 4.940], [2.464, 1.757, 6.904], [0.341, 3.046, 6.862], [-1.086, 2.986, 4.873], [-2.178, 3.678, 3.039], [-2.370, 3.470, 1.271], [-0.842, 4.085, 1.912], [-2.645, 1.100, 4.081], [-2.336, -0.366, 3.092], [-3.392, 0.907, 2.461], [-1.252, -5.163, -0.062], [-0.551, -4.114, 0.399], [0.469, -3.888, -0.437], [-0.007, -4.490, 1.570], [-1.644, -2.628, 0.621], [-0.617, -1.585, 0.765], [-2.326, -2.963, 1.841], [-2.558, -2.587, -0.589], [-2.590, -1.699, -1.998], [-1.321, -1.001, -2.374], [-3.881, -1.576, -2.628], [-2.119, -3.215, -2.990], [-2.076, -2.905, -4.299], [-0.904, -3.718, -2.682], [-2.992, -4.229, -2.853], [-4.017, 3.905, -0.855], [-2.774, 2.368, -1.996], [-0.429, 2.670, -1.490], [-3.184, 0.296, -0.633], [-3.076, 2.046, -4.205], [4.719, -0.167, -4.570], [3.635, -0.178, -3.530], [2.585, -1.080, -3.587], [1.599, -1.051, -2.610], [1.623, -0.183, -1.601], [2.624, 0.694, -1.545], [3.645, 0.727, -2.474], [4.472, -0.827, -5.401], [5.669, -0.499, -4.146], [4.870, 0.837, -4.966], [2.507, -1.795, -4.396], [0.753, -1.722, -2.643], [2.580, 1.407, -0.730], [4.426, 1.472, -2.388]], "forces_ev_per_a": [[-0.09, 0.63, 0.16], [0.06, -0.04, 0.10], [-0.04, 0.10, -0.19], [0.11, -0.02, 0.08], [0.10, -0.07, 0.02], [0.01, -0.02, -0.07], [0.01, 0.01, 0.05], [-0.02, 0.04, 0.05], [0.00, 0.00, -0.04], [-0.10, 0.06, 0.09], [-0.02, -0.22, -0.28], [-0.02, 0.07, 0.10], [-0.02, 0.09, 0.03], [0.02, 0.01, 0.00], [0.00, 0.02, 0.00], [-0.01, -0.01, -0.02], [-0.05, -0.01, -0.06], [0.01, -0.01, 0.02], [-0.09, -0.02, 0.02], [0.00, 0.01, 0.00], [0.01, 0.00, 0.01], [0.01, 0.00, 0.02], [0.00, -0.03, -0.03], [0.02, 0.03, -0.07], [0.03, -0.02, 0.06], [-0.03, -0.03, 0.01], [-0.03, -0.03, -0.05], [-0.01, 0.00, 0.03], [0.06, -0.02, 0.01], [0.13, 0.16, 0.03], [-0.06, -0.36, -0.11], [-0.08, 0.07, -0.01], [-0.04, 0.10, 0.08], [0.29, 0.13, 0.30], [-0.12, -0.05, -0.26], [-0.05, -0.02, -0.06], [-0.31, 0.40, -0.56], [0.68, -0.59, -0.10], [-0.52, -0.34, 0.23], [0.09, 0.04, 0.17], [-0.14, -0.14, -0.19], [0.00, -0.03, 0.02], [0.08, 0.04, 0.05], [0.01, 0.05, 0.00], [0.02, 0.07, -0.05], [-0.03, -0.28, 0.52], [-0.14, -0.08, 0.01], [0.29, 0.52, 0.05], [-0.03, 0.00, -0.17], [0.04, -0.01, -0.04], [-0.02, -0.03, -0.02], [-0.03, 0.01, 0.05], [0.19, -0.03, 0.01], [-0.15, -0.17, -0.05], [-0.01, 0.06, 0.02], [-0.05, -0.01, 0.07], [-0.01, -0.01, -0.01], [0.00, 0.00, 0.02], [-0.01, 0.02, 0.01], [0.01, -0.01, -0.02], [-0.01, -0.03, -0.02], [0.00, 0.01, 0.00], [0.03, 0.02, 0.00]]}